No. 1
Molecular formula: H12NaO6
Method: DFT, the ωB97M-V functional and the def2-TZVPD basis

Last column: Mulliken charge in e.
Cartesian coordinates (Å):
Na  -4.083  -3.076  -0.164  1.26
O  -2.477  -2.970  1.091  -0.72
H  -1.990  -3.464  1.751  0.26
H  -1.901  -2.960  0.327  0.38
O  -5.279  -3.964  1.030  -0.61
H  -6.231  -3.875  0.994  0.29
H  -5.131  -4.744  1.565  0.25
O  -5.748  -2.091  -0.011  -0.68
H  -5.360  -1.543  0.672  0.39
H  -6.594  -1.684  -0.194  0.25
O  -2.089  -3.129  -0.908  -0.71
H  -1.489  -3.396  -1.605  0.33
H  -2.125  -2.174  -0.975  0.36
O  -3.907  -3.698  -1.863  -0.69
H  -3.209  -4.243  -1.499  0.43
H  -3.581  -3.434  -2.723  0.30
O  -3.762  -1.221  1.145  -0.78
H  -3.623  -0.427  0.629  0.31
H  -2.887  -1.592  1.256  0.38

Energy (eV): -16887.008
Gap between HOMO and LUMO (eV): 11.03
Energy relative to the best compared isomer or geometry (same formula, charge and spin) (kcal/mol): 145.8
Charge: +1
LUMO energy (Eh): -0.1419
Multiplicity: 1
Highest occupied orbital energy (eV): -14.894

***

No. 2
Molecular formula: C37H59N5O2SSi3TeTi
Method: DFT, the ωB97M-V functional and the def2-TZVPD basis

Last column: Löwdin spin population.
Cartesian coordinates (Å):
Ti  0.669  0.863  1.184  1.01
N  3.724  0.043  -1.936  0.02
C  2.924  0.441  -0.886  0.05
S  1.244  0.798  -1.265  0.04
N  3.513  0.546  0.265  0.02
N  2.630  0.898  1.273  0.22
C  3.133  0.988  2.496  0.12
C  2.210  0.932  3.559  0.13
C  2.566  0.835  4.924  0.02
C  1.617  0.568  5.849  0.08
C  0.260  0.400  5.445  0.07
C  -0.044  0.554  4.134  0.04
N  0.872  0.834  3.177  0.14
H  3.218  -0.400  -2.686  0.00
H  4.551  -0.456  -1.647  0.00
H  4.203  0.948  2.657  0.01
H  3.607  0.944  5.204  0.00
H  1.895  0.471  6.892  0.00
H  -0.522  0.170  6.156  0.00
H  -1.066  0.443  3.787  0.00
C  -2.721  -0.037  1.483  0.00
O  -1.622  0.822  1.160  0.03
Si  -1.811  2.515  1.031  0.00
C  -2.944  2.739  -0.433  0.00
C  -2.889  3.038  2.470  0.00
C  -0.090  3.074  1.043  0.01
Si  0.512  3.891  -0.538  0.00
C  0.223  5.769  -0.633  0.00
C  2.378  3.803  -0.749  0.00
C  -0.366  3.404  -2.129  0.00
Si  0.307  4.180  2.469  0.00
C  2.089  4.757  2.370  0.00
C  -0.795  5.728  2.562  0.00
C  0.146  3.606  4.251  0.00
H  -3.398  -0.125  0.630  0.00
H  -3.285  0.357  2.333  0.00
H  -2.338  -1.024  1.740  0.00
H  -3.958  2.428  -0.153  0.00
H  -2.624  2.150  -1.300  0.00
H  -2.986  3.794  -0.741  0.00
H  -3.875  2.562  2.416  0.00
H  -3.039  4.128  2.418  0.00
H  -2.448  2.814  3.449  0.00
H  0.726  6.325  0.170  0.00
H  -0.844  6.026  -0.606  0.00
H  0.627  6.123  -1.593  0.00
H  2.809  4.815  -0.745  0.00
H  2.647  3.312  -1.691  0.00
H  2.847  3.234  0.059  0.00
H  -1.285  3.990  -2.245  0.00
H  -0.617  2.345  -2.211  0.00
H  0.303  3.648  -2.966  0.00
H  2.266  5.429  1.519  0.00
H  2.772  3.903  2.268  0.00
H  2.344  5.294  3.293  0.00
H  -1.315  5.943  1.629  0.00
H  -0.196  6.614  2.824  0.00
H  -1.555  5.600  3.346  0.00
H  -0.723  2.973  4.452  0.00
H  0.044  4.513  4.857  0.00
H  1.037  3.064  4.592  0.00
C  1.265  -2.221  3.099  0.02
C  0.249  -2.013  1.985  0.02
O  -0.754  -2.757  2.019  0.05
N  0.582  -1.157  0.981  0.29
Te  -0.792  -1.712  -0.757  0.33
C  -2.147  -3.180  -1.828  0.14
C  -1.986  -4.569  -1.694  0.01
C  -0.887  -5.177  -0.843  0.01
C  -2.857  -5.429  -2.363  0.00
C  -3.909  -4.954  -3.140  0.01
C  -4.834  -5.897  -3.868  0.00
C  -4.093  -3.582  -3.214  0.00
C  -3.243  -2.688  -2.561  0.02
C  -3.576  -1.206  -2.696  0.00
C  0.814  -2.472  -1.950  0.01
C  1.841  -3.267  -1.429  0.00
C  1.890  -3.812  -0.018  0.00
C  2.912  -3.622  -2.259  0.00
C  2.986  -3.235  -3.584  0.00
C  4.160  -3.611  -4.454  0.00
C  1.942  -2.468  -4.091  0.00
C  0.863  -2.078  -3.308  0.00
C  -0.201  -1.246  -3.984  0.01
H  1.503  -3.287  3.101  0.00
H  0.833  -1.973  4.069  0.00
H  2.173  -1.648  2.935  0.00
H  -0.772  -4.635  0.098  0.00
H  0.074  -5.146  -1.369  0.00
H  -1.110  -6.222  -0.613  0.00
H  -2.713  -6.504  -2.265  0.00
H  -4.621  -6.934  -3.605  0.00
H  -4.723  -5.797  -4.951  0.00
H  -5.879  -5.693  -3.627  0.00
H  -4.931  -3.185  -3.788  0.00
H  -4.650  -1.046  -2.569  0.00
H  -3.306  -0.831  -3.688  0.00
H  -3.055  -0.593  -1.965  0.00
H  0.935  -3.746  0.489  0.00
H  2.631  -3.268  0.575  0.00
H  2.180  -4.866  -0.045  0.00
H  3.704  -4.238  -1.837  0.00
H  4.814  -4.321  -3.946  0.00
H  4.756  -2.730  -4.711  0.00
H  3.828  -4.064  -5.392  0.00
H  1.968  -2.153  -5.134  0.00
H  -0.998  -1.891  -4.367  0.00
H  0.226  -0.690  -4.822  0.00
H  -0.648  -0.528  -3.302  0.01

⟨S²⟩: 3.78
Energy (eV): -115755.122
Gap between HOMO and LUMO (alpha / beta) (eV): 5.61 / 6.54
Energy relative to the best compared isomer or geometry (same formula, charge and spin) (kcal/mol): 14.0
Charge: -1
LUMO energy (alpha / beta) (Eh): 0.0855 / 0.0679
Multiplicity: 4
Highest occupied orbital energy (alpha / beta) (eV): -3.281 / -4.694

***

No. 3
Molecular formula: C3H9PS3
Method: DFT, the ωB97M-V functional and the def2-TZVPD basis

Last column: Mulliken charge in e.
Cartesian coordinates (Å):
S  3.166  1.397  0.194  -0.25
P  1.573  0.640  -1.076  0.33
S  2.141  -1.393  -1.309  -0.21
S  2.105  1.579  -3.032  -0.33
H  3.805  0.255  0.496  0.16
H  2.199  -1.489  0.043  0.11
H  1.115  1.131  -3.786  0.15
C  -1.543  -1.310  0.619  -0.82
C  -1.190  -0.148  1.130  0.06
C  -2.110  1.099  1.088  -1.14
H  -0.998  -2.252  0.785  0.25
H  -2.486  -1.342  0.262  0.36
H  -0.128  -0.099  1.363  0.40
H  -2.533  1.143  0.066  0.31
H  -2.867  0.926  1.847  0.31
H  -1.635  2.069  1.131  0.32

SMILES string: SP(S)S.C=CC
Energy (eV): -45050.641
Gap between HOMO and LUMO (eV): 9.04
Energy relative to the best compared isomer or geometry (same formula, charge and spin) (kcal/mol): 50.0
LUMO energy (Eh): 0.0141
Multiplicity: 1
Highest occupied orbital energy (eV): -8.660

***

No. 4
Molecular formula: Cl3OP2
Method: DFT, the ωB97M-V functional and the def2-TZVPD basis

Last column: Mulliken charge in e.
Cartesian coordinates (Å):
O  0.221  -0.750  0.283  -0.04
P  1.711  -0.856  0.529  0.58
P  -0.977  0.221  -0.631  0.56
Cl  2.621  0.451  -0.512  0.03
Cl  -2.519  -0.934  -0.127  -0.07
Cl  -1.057  1.868  0.456  -0.07

Energy (eV): -58186.629
Gap between HOMO and LUMO (eV): 7.74
Energy relative to the best compared isomer or geometry (same formula, charge and spin) (kcal/mol): 0.4
Charge: +1
LUMO energy (Eh): -0.2561
Multiplicity: 1
Highest occupied orbital energy (eV): -14.705

***

No. 5
Molecular formula: C22H47O11P
Method: DFT, the ωB97M-V functional and the def2-TZVPD basis

Last column: Mulliken charge in e.
Cartesian coordinates (Å):
C  -0.875  2.056  3.913  -0.57
C  -2.226  2.093  2.974  -0.41
C  -2.430  0.719  2.055  -0.44
C  -2.713  1.257  0.517  -0.40
O  -2.699  0.145  -0.489  -0.52
P  -2.154  0.936  -1.965  0.68
C  -1.553  2.000  -3.482  -0.48
C  0.058  2.311  -3.172  0.39
O  1.063  1.815  -3.943  -0.52
O  0.329  3.144  -1.970  -0.41
H  -0.628  0.923  4.147  0.30
H  -0.003  2.558  3.293  0.14
H  -1.016  2.702  4.891  0.02
H  -2.076  3.000  2.215  0.25
H  -3.213  2.334  3.566  0.31
H  -1.538  -0.034  2.140  0.28
H  -3.413  0.117  2.362  0.23
H  -3.721  1.890  0.465  0.17
H  -1.790  1.945  0.221  0.17
H  -0.793  0.799  -1.454  0.02
H  -2.653  -0.116  -2.815  -0.16
H  -3.044  2.038  -1.610  0.04
H  -1.730  1.463  -4.506  0.33
H  -2.157  3.027  -3.412  0.34
H  0.454  2.563  -1.162  0.27
C  3.120  1.265  -1.373  -0.65
C  3.280  1.153  0.133  -0.44
O  2.716  -0.079  0.619  -0.39
C  3.358  -1.269  0.626  0.78
C  4.637  -1.407  -0.148  -0.63
O  2.867  -2.237  1.197  -0.63
H  3.649  0.465  -1.894  0.09
H  3.505  2.225  -1.729  0.43
H  2.065  1.181  -1.651  0.14
H  4.319  1.264  0.457  0.37
H  2.718  1.961  0.613  0.34
H  4.415  -1.827  -1.134  -0.07
H  5.300  -2.088  0.394  0.34
H  5.187  -0.476  -0.265  0.27
C  4.424  -5.888  -4.862  -0.96
C  4.009  -5.393  -3.489  -0.37
O  4.749  -4.214  -3.122  -0.35
C  4.427  -2.955  -3.495  0.87
C  3.394  -2.759  -4.568  -0.98
O  5.018  -1.994  -3.015  -0.63
H  4.217  -5.148  -5.637  0.27
H  3.895  -6.812  -5.114  0.35
H  5.501  -6.080  -4.887  0.30
H  2.931  -5.219  -3.411  0.33
H  4.253  -6.157  -2.744  0.32
H  3.898  -2.638  -5.531  0.26
H  2.825  -1.853  -4.340  0.25
H  2.668  -3.566  -4.636  0.34
C  -1.392  6.178  9.202  -0.95
C  -1.595  4.711  8.869  -0.43
O  -1.027  4.392  7.586  -0.36
C  0.274  4.092  7.373  0.84
C  1.267  4.350  8.470  -1.12
O  0.647  3.682  6.279  -0.53
H  -0.332  6.432  9.269  0.27
H  -1.869  6.425  10.155  0.35
H  -1.820  6.809  8.417  0.31
H  -1.209  4.043  9.646  0.36
H  -2.668  4.507  8.792  0.31
H  1.733  5.326  8.307  0.27
H  2.034  3.571  8.435  0.31
H  0.840  4.313  9.470  0.35
C  -5.974  -3.953  -3.642  -0.94
C  -5.400  -3.846  -5.043  -0.39
O  -4.627  -2.642  -5.192  -0.35
C  -3.331  -2.510  -4.828  0.74
C  -2.704  -3.577  -3.977  -0.88
O  -2.701  -1.502  -5.128  -0.59
H  -5.186  -4.005  -2.887  0.28
H  -6.601  -4.844  -3.550  0.35
H  -6.576  -3.070  -3.409  0.30
H  -4.816  -4.726  -5.329  0.35
H  -6.224  -3.776  -5.762  0.31
H  -2.761  -3.277  -2.927  0.25
H  -1.655  -3.682  -4.269  0.26
H  -3.154  -4.561  -4.099  0.34

SMILES string: CCCCO[PH3]CC(=O)O.CCOC(C)=O.CCOC(C)=O.CCOC(C)=O.CCOC(C)=O
Energy (eV): -55381.585
Gap between HOMO and LUMO (eV): 9.87
Energy relative to the best compared isomer or geometry (same formula, charge and spin) (kcal/mol): 105.4
LUMO energy (Eh): 0.0166
Multiplicity: 1
Highest occupied orbital energy (eV): -9.415

***

No. 6
Molecular formula: C2H3FNP
Method: DFT, the ωB97M-V functional and the def2-TZVPD basis

Last column: Mulliken charge in e.
Cartesian coordinates (Å):
C  0.197  -0.746  0.325  0.34
C  0.280  0.644  0.400  -0.55
N  -0.315  -1.741  -0.185  -0.51
F  2.724  -0.314  0.018  -0.28
P  1.718  -0.039  1.295  0.21
H  0.540  1.678  -1.234  0.15
H  -0.463  1.264  0.868  0.35
H  -0.017  -2.669  0.095  0.28

Energy (eV): -15614.245
Gap between HOMO and LUMO (alpha / beta) (eV): 7.49 / 7.22
Energy relative to the best compared isomer or geometry (same formula, charge and spin) (kcal/mol): 75.3
LUMO energy (alpha / beta) (Eh): -0.0418 / -0.0541
Multiplicity: 1
Highest occupied orbital energy (alpha / beta) (eV): -8.630 / -8.691